Record 1
{"formula": "C21H50N3O11P2S", "method": "wB97M-V/def2-TZVPD", "elements": ["C", "C", "S", "C", "N", "C", "C", "C", "C", "C", "N", "C", "C", "C", "O", "C", "O", "O", "P", "O", "O", "O", "P", "N", "O", "O", "H", "H", "H", "H", "H", "H", "H", "H", "H", "H", "H", "H", "H", "H", "H", "H", "H", "H", "H", "H", "H", "H", "H", "H", "H", "H", "C", "C", "C", "O", "H", "H", "H", "H", "H", "H", "H", "H", "C", "C", "C", "O", "H", "H", "H", "H", "H", "H", "H", "H", "C", "C", "C", "O", "H", "H", "H", "H", "H", "H", "H", "H"], "positions_angstrom": [[6.00, -5.09, 1.68], [5.71, -3.61, 1.38], [7.08, -2.55, 1.91], [6.80, -1.06, 0.87], [6.83, 0.22, 1.55], [5.61, 0.72, 2.19], [4.45, 0.79, 1.13], [3.48, -0.40, 0.98], [2.17, -0.35, 1.78], [1.41, 0.98, 1.64], [-0.04, 0.70, 1.63], [-0.56, 0.53, 3.00], [-0.75, 1.81, 1.03], [-1.72, 1.44, -0.05], [-0.55, 2.94, 1.38], [5.83, 2.29, 2.53], [5.79, 3.02, 1.54], [5.97, 2.61, 3.73], [5.12, -0.07, 3.81], [6.12, -0.14, 4.88], [3.83, 0.75, 4.32], [4.53, -1.56, 3.52], [8.35, 0.76, 2.03], [8.84, 2.02, 1.28], [8.48, 0.94, 3.59], [9.31, -0.51, 1.75], [6.83, -5.20, 2.38], [5.12, -5.53, 2.15], [6.17, -5.65, 0.77], [5.58, -3.48, 0.31], [4.78, -3.30, 1.84], [5.89, -1.21, 0.29], [7.62, -1.07, 0.16], [3.91, 1.72, 1.24], [5.00, 0.88, 0.20], [3.97, -1.35, 1.16], [3.18, -0.43, -0.07], [2.29, -0.65, 2.81], [1.51, -1.10, 1.34], [1.66, 1.68, 2.43], [1.64, 1.37, 0.65], [-0.17, 1.32, 3.65], [-1.64, 0.55, 2.97], [-0.24, -0.44, 3.38], [-1.75, 2.22, -0.81], [-2.70, 1.23, 0.36], [-1.36, 0.53, -0.53], [3.56, 1.40, 3.66], [4.02, -1.82, 4.30], [8.13, 2.42, 0.67], [8.67, 1.87, 3.78], [9.97, -0.50, 2.46], [-6.18, 2.05, -0.51], [-5.51, 0.95, -1.31], [-6.53, 0.03, -1.97], [-4.64, 0.18, -0.47], [-6.79, 1.62, 0.29], [-5.43, 2.69, -0.04], [-6.82, 2.67, -1.14], [-4.87, 1.39, -2.08], [-7.15, -0.46, -1.22], [-6.03, -0.75, -2.54], [-7.18, 0.59, -2.65], [-5.18, -0.22, 0.22], [-7.89, -4.27, -1.10], [-7.68, -3.82, -2.54], [-7.69, -5.00, -3.49], [-6.46, -3.09, -2.65], [-7.08, -4.93, -0.79], [-7.89, -3.41, -0.43], [-8.84, -4.80, -0.98], [-8.47, -3.12, -2.82], [-6.87, -5.69, -3.25], [-7.53, -4.66, -4.52], [-8.63, -5.55, -3.44], [-5.74, -3.68, -2.41], [-4.21, 3.55, -5.73], [-4.26, 3.80, -4.23], [-3.64, 5.14, -3.87], [-3.59, 2.74, -3.54], [-3.17, 3.53, -6.08], [-4.65, 2.58, -5.98], [-4.74, 4.33, -6.28], [-5.29, 3.77, -3.89], [-2.58, 5.16, -4.17], [-3.68, 5.30, -2.79], [-4.15, 5.96, -4.37], [-2.66, 2.74, -3.82]], "e_tot_ev": -78998.9054, "max_force_ev_per_a": 2.29, "e_lumo_ev": 1.8, "charge": -1}

---

Record 2
{"formula": "C2H3ClFNO2", "method": "wB97M-V/def2-TZVPD", "elements": ["C", "C", "F", "Cl", "N", "O", "O", "H", "H", "H"], "positions_angstrom": [[-1.14, -0.20, -0.02], [0.29, -0.38, 0.35], [0.61, -0.54, 1.64], [1.00, -1.95, -0.57], [1.09, 0.82, -0.25], [0.71, 1.10, -1.38], [1.83, 1.46, 0.41], [-1.85, -1.07, 0.06], [-1.44, 0.52, 0.74], [-1.10, 0.25, -0.97]], "e_tot_ev": -22944.1722, "max_force_ev_per_a": 3.46, "smiles": "C[C@@](F)(Cl)[N+](=O)[O-]", "e_lumo_ev": -0.7, "e_above_lowest_ev": 2.054}

---

Record 3
{"formula": "C28H84O28", "method": "wB97M-V/def2-TZVPD", "elements": ["C", "C", "O", "O", "H", "H", "H", "H", "H", "H", "C", "C", "O", "O", "H", "H", "H", "H", "H", "H", "C", "C", "O", "O", "H", "H", "H", "H", "H", "H", "C", "C", "O", "O", "H", "H", "H", "H", "H", "H", "C", "C", "O", "O", "H", "H", "H", "H", "H", "H", "C", "C", "O", "O", "H", "H", "H", "H", "H", "H", "C", "C", "O", "O", "H", "H", "H", "H", "H", "H", "C", "C", "O", "O", "H", "H", "H", "H", "H", "H", "C", "C", "O", "O", "H", "H", "H", "H", "H", "H", "C", "C", "O", "O", "H", "H", "H", "H", "H", "H", "C", "C", "O", "O", "H", "H", "H", "H", "H", "H", "C", "C", "O", "O", "H", "H", "H", "H", "H", "H", "C", "C", "O", "O", "H", "H", "H", "H", "H", "H", "C", "C", "O", "O", "H", "H", "H", "H", "H", "H"], "positions_angstrom": [[-5.80, 2.48, 5.89], [-5.92, 2.06, 7.37], [-7.28, 2.05, 7.73], [-4.58, 2.86, 5.33], [-6.65, 3.12, 5.64], [-6.20, 1.71, 5.22], [-5.48, 2.75, 8.10], [-5.58, 1.03, 7.47], [-7.54, 2.70, 8.39], [-4.25, 2.05, 4.92], [-2.98, 1.20, -4.01], [-2.30, 1.56, -2.67], [-2.96, 2.75, -2.21], [-2.63, 2.05, -5.20], [-4.07, 1.13, -3.94], [-2.58, 0.20, -4.17], [-1.26, 1.81, -2.90], [-2.32, 0.65, -2.07], [-2.89, 3.27, -3.02], [-2.01, 1.60, -5.79], [-4.21, -2.50, -2.98], [-3.36, -3.40, -2.14], [-2.78, -4.43, -2.90], [-5.51, -2.95, -3.21], [-3.77, -2.02, -3.85], [-4.48, -1.61, -2.42], [-3.99, -3.79, -1.34], [-2.63, -2.85, -1.56], [-3.29, -5.24, -2.90], [-6.12, -2.82, -2.48], [5.06, 1.91, -4.85], [4.59, 0.68, -5.62], [5.71, -0.17, -5.73], [5.55, 2.78, -5.85], [5.86, 1.79, -4.12], [4.27, 2.45, -4.32], [4.09, 0.92, -6.56], [3.92, -0.04, -5.15], [5.45, -1.10, -5.74], [6.42, 2.41, -6.03], [-2.87, -1.06, 4.12], [-1.85, -0.60, 5.21], [-0.66, -1.31, 4.90], [-4.17, -0.28, 4.25], [-3.09, -2.11, 4.29], [-2.36, -0.93, 3.16], [-2.28, -0.82, 6.19], [-1.72, 0.48, 5.29], [-0.16, -0.63, 4.44], [-4.76, -0.68, 3.61], [2.42, 4.98, 2.95], [0.91, 5.20, 2.60], [0.95, 6.40, 1.82], [2.53, 3.63, 3.47], [2.92, 5.82, 3.43], [3.05, 4.95, 2.06], [0.29, 5.28, 3.50], [0.39, 4.54, 1.91], [0.03, 6.47, 1.55], [3.22, 3.68, 4.13], [0.52, -2.83, 1.13], [0.55, -3.72, 2.36], [-0.67, -3.59, 3.15], [1.47, -2.99, 0.12], [0.31, -1.82, 1.47], [-0.36, -2.93, 0.49], [1.44, -3.33, 2.85], [0.63, -4.77, 2.08], [-0.65, -2.86, 3.78], [1.00, -3.35, -0.63], [-7.03, -1.93, 2.23], [-6.39, -3.12, 1.40], [-5.91, -2.77, 0.14], [-5.90, -1.01, 2.29], [-7.43, -2.32, 3.17], [-7.90, -1.35, 1.90], [-7.09, -3.95, 1.32], [-5.72, -3.70, 2.04], [-6.68, -2.41, -0.30], [-5.25, -1.37, 1.68], [-0.15, 0.77, 0.35], [-0.68, 0.90, 1.81], [0.24, 0.43, 2.72], [1.17, 1.40, 0.12], [-0.82, 1.07, -0.45], [0.17, -0.25, 0.16], [-1.67, 0.49, 2.00], [-0.70, 1.96, 2.07], [1.08, 0.87, 2.55], [1.33, 1.63, -0.79], [3.40, -0.79, 2.28], [4.42, 0.08, 3.13], [4.67, -0.24, 4.45], [3.90, -2.06, 1.90], [3.16, -0.20, 1.40], [2.45, -0.95, 2.80], [4.04, 1.10, 3.17], [5.41, 0.11, 2.67], [4.57, -1.19, 4.50], [4.52, -1.82, 1.22], [5.66, -3.98, -2.03], [4.91, -3.13, -1.03], [4.59, -1.90, -1.59], [4.84, -4.89, -2.73], [6.49, -4.35, -1.43], [6.18, -3.25, -2.66], [5.59, -3.01, -0.19], [4.05, -3.55, -0.52], [3.78, -1.55, -1.21], [5.32, -5.27, -3.46], [1.70, -5.52, -3.34], [1.37, -3.93, -3.22], [0.17, -3.74, -2.36], [0.57, -6.23, -3.66], [2.21, -5.87, -2.45], [2.51, -5.56, -4.06], [1.22, -3.54, -4.22], [2.26, -3.36, -2.97], [-0.43, -4.44, -2.65], [0.85, -6.99, -4.18], [-0.60, 5.16, -3.19], [0.64, 4.49, -2.62], [1.48, 3.73, -3.52], [-0.23, 6.48, -3.70], [-1.42, 5.07, -2.47], [-0.93, 4.57, -4.05], [0.21, 3.90, -1.81], [1.28, 5.25, -2.16], [0.96, 3.44, -4.27], [-0.94, 7.01, -3.34], [4.14, 2.03, -1.09], [3.72, 3.43, -0.76], [3.84, 4.08, -2.00], [3.16, 1.34, -1.86], [4.38, 1.49, -0.17], [4.98, 1.97, -1.77], [4.33, 3.89, 0.01], [2.69, 3.42, -0.40], [3.24, 3.57, -2.55], [3.46, 0.53, -2.28]], "e_tot_ev": -87714.8257, "max_force_ev_per_a": 3.78, "e_lumo_ev": 0.0, "e_above_lowest_ev": 8.578}

---

Record 4
{"formula": "C24H58GeN4OOsSi3", "method": "wB97M-V/def2-TZVPD", "elements": ["Os", "C", "O", "Si", "C", "C", "C", "Si", "C", "C", "C", "Si", "C", "C", "C", "H", "H", "H", "H", "H", "H", "H", "H", "H", "H", "H", "H", "H", "H", "H", "H", "H", "H", "H", "H", "H", "H", "H", "H", "H", "H", "H", "C", "C", "C", "C", "Ge", "C", "C", "C", "C", "H", "H", "H", "H", "H", "H", "H", "H", "H", "H", "H", "H", "H", "H", "H", "H", "H", "H", "H", "C", "N", "C", "N", "C", "N", "C", "N", "C", "C", "H", "H", "H", "H", "H", "H", "H", "H", "H", "H", "H", "H"], "positions_angstrom": [[0.45, 0.64, 0.55], [1.83, 2.38, 3.28], [1.72, 2.07, 1.87], [2.60, 2.78, 0.61], [4.45, 2.61, 0.78], [2.13, 4.58, 0.45], [1.78, 1.46, -0.70], [3.04, -0.18, -0.97], [3.28, -0.77, 0.83], [4.67, 0.17, -1.79], [1.99, -1.41, -1.94], [1.47, 2.35, -2.48], [3.11, 3.02, -3.08], [0.31, 3.84, -2.23], [0.65, 1.11, -3.64], [2.86, 2.26, 3.61], [1.20, 1.70, 3.85], [1.51, 3.41, 3.46], [4.77, 3.35, 1.53], [4.96, 2.87, -0.15], [4.81, 1.64, 1.11], [2.75, 5.12, 1.16], [1.09, 4.81, 0.69], [2.36, 4.99, -0.54], [4.26, -0.45, 1.20], [3.29, -1.86, 0.84], [2.53, -0.43, 1.56], [5.28, 0.92, -1.28], [4.58, 0.45, -2.84], [5.24, -0.76, -1.76], [0.92, -1.30, -1.75], [2.29, -2.43, -1.67], [2.14, -1.32, -3.01], [3.67, 3.57, -2.32], [2.89, 3.71, -3.89], [3.77, 2.26, -3.50], [0.83, 4.73, -2.57], [0.02, 4.04, -1.20], [-0.58, 3.73, -2.85], [1.39, 0.53, -4.19], [0.09, 1.69, -4.38], [-0.04, 0.42, -3.16], [-2.60, -5.30, -1.84], [-1.18, -4.85, -1.98], [-0.55, -4.18, -0.69], [-1.20, -2.83, -0.52], [-0.03, -1.83, 0.85], [-0.64, -2.02, 2.77], [-0.74, -3.49, 3.17], [-2.07, -4.14, 2.86], [-2.14, -5.60, 3.28], [-2.80, -6.03, -2.64], [-3.34, -4.51, -2.01], [-2.79, -5.80, -0.89], [-1.04, -4.23, -2.87], [-0.51, -5.73, -2.11], [0.53, -4.10, -0.86], [-0.70, -4.82, 0.18], [-2.22, -2.92, -0.14], [-1.23, -2.26, -1.45], [1.29, -2.61, 0.82], [-1.59, -1.51, 2.97], [0.15, -1.52, 3.34], [-0.58, -3.52, 4.26], [0.09, -4.07, 2.75], [-2.27, -4.07, 1.77], [-2.89, -3.59, 3.34], [-1.24, -6.16, 3.00], [-3.02, -6.09, 2.87], [-2.24, -5.69, 4.37], [-2.56, 0.44, 1.12], [-1.52, 1.26, 0.33], [-2.05, 1.36, -1.11], [-3.35, 1.92, -1.13], [-4.29, 1.08, -0.37], [-3.85, 1.03, 1.03], [-3.85, 2.38, 1.61], [-2.92, 3.21, 0.83], [-1.59, 2.70, 0.93], [-3.35, 3.28, -0.57], [-2.25, 0.40, 2.17], [-2.60, -0.57, 0.70], [-2.07, 0.36, -1.54], [-1.36, 1.99, -1.68], [-4.31, 0.08, -0.79], [-5.29, 1.50, -0.42], [-3.55, 2.35, 2.65], [-4.85, 2.81, 1.55], [-1.29, 2.65, 1.98], [-0.91, 3.33, 0.37], [-2.68, 3.92, -1.14], [-4.36, 3.70, -0.61]], "e_tot_ev": -116408.3104, "max_force_ev_per_a": 2.72, "multiplicity": 5, "e_lumo_ev": [-13.4, -15.8], "charge": 4, "e_above_lowest_ev": 1.287, "s_squared": 6.07}

---

Record 5
{"formula": "C11H12Cl2Ir", "method": "wB97M-V/def2-TZVPD", "elements": ["C", "C", "C", "H", "C", "C", "H", "H", "H", "H", "Ir", "Cl", "C", "C", "C", "H", "C", "C", "H", "H", "H", "H", "Cl", "C", "H", "H"], "positions_angstrom": [[1.14, -1.88, 2.41], [1.21, -1.93, 0.98], [-0.15, -1.92, 0.46], [2.09, -1.99, 0.35], [-1.03, -1.90, 1.60], [-0.22, -1.81, 2.79], [-0.62, -1.82, 3.80], [2.00, -1.87, 3.07], [-0.44, -2.04, -0.59], [-2.11, -1.95, 1.53], [0.12, -0.07, 1.37], [1.35, 1.25, 2.72], [0.37, 2.31, -1.95], [-0.86, 1.62, -2.13], [-0.58, 0.37, -2.74], [-1.85, 1.95, -1.83], [0.84, 0.26, -2.86], [1.43, 1.44, -2.32], [2.48, 1.66, -2.20], [0.53, 3.33, -1.59], [-1.32, -0.36, -3.05], [1.38, -0.57, -3.31], [-0.61, 2.69, 0.63], [-1.32, 1.14, 0.91], [-1.86, 1.24, 1.89], [-1.96, 0.84, 0.08]], "e_tot_ev": -39479.1776, "max_force_ev_per_a": 5.17, "multiplicity": 5, "e_lumo_ev": [2.7, 0.8], "charge": -1, "e_above_lowest_ev": 1.694, "s_squared": 6.01}

---

Record 6
{"formula": "C42H52FN9O6", "method": "wB97M-V/def2-TZVPD", "elements": ["C", "C", "O", "C", "C", "O", "C", "N", "C", "N", "C", "C", "O", "F", "N", "C", "C", "C", "O", "C", "O", "O", "H", "H", "H", "H", "H", "H", "H", "H", "H", "H", "H", "H", "H", "H", "H", "H", "H", "H", "H", "H", "H", "H", "N", "C", "C", "C", "C", "C", "H", "H", "H", "H", "H", "N", "C", "C", "C", "C", "C", "H", "H", "H", "H", "H", "N", "C", "C", "C", "C", "C", "H", "H", "H", "H", "H", "N", "C", "C", "C", "C", "C", "H", "H", "H", "H", "H", "N", "C", "C", "C", "C", "C", "H", "H", "H", "H", "H", "N", "C", "C", "C", "C", "C", "H", "H", "H", "H", "H"], "positions_angstrom": [[-4.55, 3.93, -0.67], [-5.06, 3.67, 0.74], [-4.06, 3.01, 1.51], [-4.44, 1.82, 2.15], [-3.64, 0.61, 1.64], [-3.08, 0.81, 0.36], [-1.82, 1.40, 0.36], [-0.90, 0.52, -0.34], [-0.15, 0.82, -1.38], [0.74, -0.11, -1.87], [0.31, -0.78, -3.11], [1.37, -1.71, -3.56], [1.94, -1.70, -4.56], [1.63, -2.66, -2.65], [-0.22, 2.03, -1.96], [-1.50, 2.36, -2.65], [-1.80, 3.85, -2.58], [-1.24, 4.63, -3.77], [-0.93, 5.96, -3.36], [1.01, 2.30, -2.83], [0.81, 2.11, -4.03], [1.99, 2.67, -2.15], [-4.88, 4.89, -1.06], [-3.47, 3.99, -0.61], [-4.80, 3.13, -1.36], [-5.29, 4.62, 1.20], [-5.96, 3.07, 0.68], [-5.50, 1.61, 2.09], [-4.20, 1.93, 3.20], [-2.91, 0.28, 2.37], [-4.34, -0.22, 1.52], [-1.45, 1.55, 1.37], [-1.84, 2.38, -0.11], [-0.82, -0.42, 0.02], [1.11, -0.73, -1.16], [0.20, -0.03, -3.88], [-0.62, -1.34, -2.95], [-2.31, 1.81, -2.17], [-1.46, 2.03, -3.68], [-2.87, 3.98, -2.56], [-1.38, 4.26, -1.67], [-0.39, 4.14, -4.22], [-2.04, 4.73, -4.50], [0.01, 6.10, -3.49], [-5.38, 5.64, -4.70], [-4.43, 6.35, -5.30], [-4.65, 7.11, -6.44], [-5.92, 7.13, -6.99], [-6.92, 6.40, -6.37], [-6.60, 5.67, -5.24], [-3.45, 6.31, -4.84], [-3.83, 7.67, -6.89], [-6.13, 7.71, -7.88], [-7.93, 6.38, -6.77], [-7.35, 5.08, -4.73], [1.61, -6.95, -2.16], [1.91, -5.67, -1.94], [3.03, -5.26, -1.22], [3.87, -6.23, -0.70], [3.57, -7.57, -0.93], [2.43, -7.87, -1.66], [1.22, -4.95, -2.35], [3.23, -4.21, -1.07], [4.74, -5.95, -0.14], [4.20, -8.36, -0.54], [2.16, -8.90, -1.86], [5.04, -4.96, 4.38], [6.09, -4.20, 4.07], [6.19, -3.46, 2.91], [5.14, -3.50, 2.01], [4.04, -4.27, 2.31], [4.04, -4.99, 3.50], [6.90, -4.20, 4.80], [7.07, -2.86, 2.72], [5.17, -2.93, 1.08], [3.19, -4.33, 1.64], [3.20, -5.61, 3.78], [1.02, -1.62, 4.66], [1.36, -2.82, 4.22], [0.46, -3.86, 4.03], [-0.88, -3.63, 4.32], [-1.25, -2.38, 4.79], [-0.27, -1.42, 4.94], [2.41, -2.96, 4.00], [0.79, -4.82, 3.66], [-1.61, -4.42, 4.19], [-2.28, -2.16, 5.03], [-0.52, -0.43, 5.30], [-3.41, 1.95, 5.72], [-2.36, 2.76, 5.59], [-2.14, 3.87, 6.38], [-3.06, 4.17, 7.37], [-4.16, 3.34, 7.52], [-4.29, 2.25, 6.67], [-1.66, 2.50, 4.80], [-1.26, 4.49, 6.23], [-2.93, 5.03, 8.01], [-4.91, 3.53, 8.27], [-5.14, 1.58, 6.76], [6.79, -3.69, -0.89], [8.00, -3.81, -0.34], [9.13, -4.23, -1.03], [9.00, -4.53, -2.37], [7.75, -4.41, -2.96], [6.69, -3.99, -2.18], [8.06, -3.57, 0.72], [10.08, -4.31, -0.52], [9.85, -4.86, -2.95], [7.60, -4.64, -4.01], [5.70, -3.87, -2.61]], "e_tot_ev": -72807.7564, "max_force_ev_per_a": 2.76, "e_lumo_ev": -0.1}